This record from the Open Molecules 2025 dataset describes a cluster of 9 separate species, C36H55N9 in total at a distorted geometry. The level of theory is wB97M-V/def2-TZVPD.

Summary:
Electronic energy (Eh): -1897.45065
Molar mass (g mol⁻¹): 613.9
Structure (SMILES): c1cc[nH]c1.c1cc[nH]c1.c1cc[nH]c1.c1cc[nH]c1.CCCC#N.CCCC#N.CCCC#N.CCCC#N.CCCC#N

Last column: Mulliken charge in e.
Element x y z (Å)
C 5.173 2.362 0.602  -0.952
C 4.000 1.550 0.495  0.206
C 3.382 1.607 1.722  -0.958
N 4.208 2.287 2.574  0.021
C 5.296 2.774 1.900  -0.531
H 5.821 2.646 -0.211  0.417
H 3.756 1.200 -0.495  0.763
H 2.492 1.143 2.113  0.486
H 3.994 2.456 3.539  0.200
H 6.003 3.405 2.410  0.408
C 4.260 1.200 -4.835  -0.504
C 3.812 0.015 -4.184  -0.246
C 4.883 -0.516 -3.523  -0.709
N 5.960 0.302 -3.743  0.019
C 5.582 1.354 -4.522  -0.631
H 3.710 1.845 -5.500  0.447
H 2.834 -0.423 -4.295  0.556
H 4.910 -1.339 -2.829  0.480
H 6.886 0.056 -3.446  0.198
H 6.281 2.105 -4.849  0.417
C 3.005 -5.202 -1.636  -0.201
C 2.902 -5.928 -0.415  -0.664
C 1.786 -6.718 -0.533  -0.465
N 1.185 -6.458 -1.729  0.052
C 1.975 -5.575 -2.447  -0.672
H 3.734 -4.450 -1.892  0.493
H 3.562 -5.987 0.432  0.423
H 1.326 -7.359 0.204  0.442
H 0.364 -6.931 -2.059  0.219
H 1.564 -5.156 -3.350  0.387
C 1.198 -1.226 -1.370  -0.571
C 0.948 -0.193 -0.405  0.306
C 0.317 -0.806 0.638  -1.352
N 0.185 -2.137 0.381  0.396
C 0.748 -2.406 -0.845  -0.577
H 1.705 -1.074 -2.308  0.343
H 1.322 0.815 -0.473  0.475
H 0.008 -0.371 1.576  0.486
H -0.084 -2.833 1.057  0.174
H 0.949 -3.427 -1.129  0.165
C -3.246 -0.646 3.400  -0.942
C -4.405 -1.407 2.769  -0.030
C -5.339 -0.515 1.919  -0.111
C -5.698 0.762 2.524  0.153
N -5.995 1.764 3.000  -0.498
H -2.884 -1.204 4.262  0.441
H -3.577 0.324 3.774  0.318
H -2.450 -0.471 2.676  0.075
H -5.042 -1.924 3.490  0.465
H -4.071 -2.183 2.079  -0.172
H -6.288 -1.018 1.704  0.432
H -4.902 -0.367 0.928  -0.064
C -2.714 0.673 -2.391  -1.490
C -2.653 1.034 -0.914  0.753
C -3.591 2.203 -0.606  -0.220
C -3.393 3.415 -1.411  -0.061
N -3.234 4.377 -2.018  -0.510
H -2.520 1.581 -2.967  0.388
H -3.691 0.275 -2.660  0.393
H -1.945 -0.054 -2.649  0.343
H -1.654 1.199 -0.503  -0.310
H -2.960 0.182 -0.292  0.024
H -3.646 2.487 0.445  0.315
H -4.602 1.896 -0.908  0.398
C 1.739 3.220 -2.322  -1.214
C 0.558 3.808 -1.556  0.845
C 0.633 5.316 -1.424  -0.577
C 0.696 6.016 -2.697  0.147
N 0.746 6.568 -3.701  -0.464
H 2.652 3.071 -1.732  0.169
H 2.107 3.688 -3.233  0.490
H 1.455 2.182 -2.529  0.268
H 0.566 3.368 -0.554  -0.288
H -0.348 3.397 -2.003  -0.111
H 1.580 5.519 -0.907  0.319
H -0.122 5.748 -0.766  0.410
C -3.559 -4.488 0.346  -0.849
C -2.736 -5.712 -0.018  -0.463
C -1.939 -6.251 1.173  -0.351
C -1.027 -5.287 1.781  0.322
N -0.257 -4.592 2.274  -0.602
H -4.171 -4.618 1.239  0.360
H -4.203 -4.199 -0.482  0.402
H -2.853 -3.676 0.556  -0.041
H -2.093 -5.563 -0.884  0.247
H -3.435 -6.506 -0.302  0.338
H -1.317 -7.113 0.919  0.277
H -2.637 -6.610 1.932  0.335
C -0.653 2.928 2.433  -0.588
C -1.163 3.482 3.772  -0.605
C -1.431 4.973 3.759  -0.342
C -1.508 5.526 5.117  0.076
N -1.547 5.904 6.200  -0.402
H -1.415 3.122 1.667  0.108
H -0.780 1.839 2.511  0.024
H 0.362 3.108 2.095  0.489
H -0.370 3.244 4.489  0.376
H -2.022 2.888 4.077  0.230
H -2.344 5.200 3.209  0.348
H -0.602 5.509 3.288  0.280

=====

This record from the Open Molecules 2025 dataset describes an isolated molecule of C2H4ClIS at a distorted geometry. The level of theory is wB97M-V/def2-TZVPD.

Summary:
Electronic energy (Eh): -1234.62650
Molar mass (g mol⁻¹): 222.5
Structure (SMILES): ClSCCI

Last column: Mulliken charge in e.
Element x y z (Å)
Cl -3.157 1.045 0.297  -0.169
S -1.820 -0.211 -0.557  0.028
C -0.311 0.280 0.354  -0.624
C 1.025 -0.600 -0.399  -1.133
I 2.937 0.190 0.354  0.025
H -0.263 -0.010 1.341  0.459
H -0.283 1.405 0.251  0.396
H 0.854 -0.496 -1.385  0.507
H 1.018 -1.603 -0.256  0.512

=====

This record from the Open Molecules 2025 dataset describes an isolated molecule of C20H27N5O4. The level of theory is wB97M-V/def2-TZVPD.

Summary:
Electronic energy (Eh): -1353.03967
Molar mass (g mol⁻¹): 401.5
Structure (SMILES): Cc1c/c(=N\[C@H]2CC[C@@]3(CC2)CN(C(=O)c2conc2C)CCO3)[nH]c(CO)n1

Last column: Mulliken charge in e.
Element x y z (Å)
C -0.214 4.999 -1.325  -1.300
C -0.659 3.728 -0.675  0.278
C 0.203 2.734 -0.365  -0.223
C -0.271 1.518 0.266  0.589
N 0.327 0.461 0.648  -0.668
C 1.755 0.315 0.458  0.857
C 2.466 0.379 1.809  -1.085
C 3.963 0.117 1.676  -1.174
C 4.250 -1.215 0.996  1.688
C 3.538 -1.263 -0.359  -0.669
C 2.040 -1.027 -0.215  -1.119
C 5.754 -1.421 0.845  -2.000
N 6.051 -2.782 0.418  0.179
C 6.505 -2.996 -0.847  0.892
O 6.651 -2.091 -1.655  -0.631
C 6.863 -4.383 -1.247  0.457
C 7.580 -5.337 -0.614  -0.414
O 7.784 -6.382 -1.414  -0.212
N 7.178 -6.128 -2.640  -0.629
C 6.648 -4.945 -2.549  0.311
C 5.912 -4.344 -3.696  -1.071
C 5.504 -3.785 1.321  -0.786
C 4.011 -3.544 1.497  -0.585
O 3.742 -2.217 1.895  -0.413
N -1.656 1.558 0.485  -0.090
C -2.449 2.600 0.140  0.432
C -3.907 2.407 0.476  -0.556
O -4.651 3.528 0.079  -0.474
N -2.022 3.672 -0.424  -0.543
H 0.860 5.009 -1.503  0.331
H -0.740 5.128 -2.272  0.313
H -0.485 5.846 -0.693  0.313
H 1.253 2.848 -0.582  0.352
H 2.180 1.098 -0.187  -0.086
H 2.295 1.358 2.264  0.327
H 2.015 -0.366 2.468  0.325
H 4.432 0.909 1.082  0.341
H 4.439 0.121 2.659  0.472
H 3.984 -0.486 -0.988  0.488
H 3.738 -2.205 -0.873  0.156
H 1.584 -1.816 0.390  0.145
H 1.556 -1.052 -1.194  0.363
H 6.171 -0.732 0.115  0.503
H 6.230 -1.256 1.816  0.392
H 8.019 -5.399 0.369  0.549
H 6.294 -3.345 -3.896  0.295
H 6.020 -4.976 -4.574  0.376
H 4.851 -4.252 -3.458  0.258
H 5.672 -4.783 0.928  0.592
H 6.006 -3.697 2.289  0.173
H 3.487 -3.789 0.566  0.273
H 3.617 -4.187 2.285  0.451
H -2.039 0.735 0.926  0.296
H -4.247 1.493 -0.030  0.320
H -3.979 2.233 1.557  0.319
H -5.572 3.374 0.306  0.322